# 1
{"formula": "C2H10NOS2", "method": "wB97M-V/def2-TZVPD", "species": ["N", "C", "C", "S", "S", "H", "H", "H", "H", "H", "H", "H", "H", "H", "H", "O"], "xyz": [[-0.581195, 0.084485, -0.752160], [-0.734928, 0.373697, 0.721502], [0.481230, -0.223949, 1.381632], [1.471883, -1.608601, 0.511136], [0.570989, -3.153263, 1.489601], [0.428639, 0.425195, -1.106547], [-1.328674, 0.445419, -1.273885], [-0.742632, -0.855857, -1.090761], [-1.690033, -0.021534, 1.155137], [-0.764835, 1.467643, 0.795600], [1.216980, 0.637797, 1.398596], [0.349991, -0.764647, 2.406949], [1.439073, -2.727376, 2.528282], [0.725746, 2.085086, -2.871269], [-0.792710, 2.048730, -2.829035], [-0.049530, 1.787171, -2.464784]], "atomic_forces_ev_per_a": [[2.0, -0.3, 0.2], [-1.0, -1.1, -0.1], [2.6, -0.4, 1.4], [-1.1, 1.4, -0.3], [1.5, 0.3, 1.4], [-3.4, -0.8, 0.6], [-0.8, 2.2, -0.9], [1.0, -1.2, 1.0], [0.7, 0.1, -0.9], [0.1, -0.3, 0.1], [-0.5, -1.2, 0.6], [-0.1, 1.8, -1.7], [-1.4, -1.4, -0.6], [1.3, 1.1, -1.4], [-5.2, 2.5, -3.4], [4.3, -2.8, 4.0]], "spin_multiplicity": 1, "energy_ev": -27436.1618, "charge": 1, "orbital_gap_ha": 0.343, "de_lowest_kj_mol": 205.58, "homo_ev": -12.87}

# 2
{"formula": "C30H36F5NP2Pt", "method": "wB97M-V/def2-TZVPD", "species": ["Pt", "C", "C", "C", "P", "C", "C", "C", "C", "C", "C", "C", "C", "C", "N", "C", "C", "C", "C", "C", "C", "P", "C", "C", "C", "C", "C", "C", "H", "H", "H", "H", "H", "H", "H", "H", "H", "H", "H", "H", "H", "H", "H", "H", "H", "H", "H", "H", "H", "H", "H", "H", "H", "H", "H", "H", "H", "H", "H", "H", "H", "H", "H", "H", "F", "C", "C", "C", "F", "C", "F", "C", "F", "C", "F"], "xyz": [[0.415074, 0.288559, 0.006262], [1.313713, -0.686410, -5.341112], [0.478199, 0.027611, -4.281880], [0.807413, 1.519936, -4.305838], [0.641132, -0.518362, -2.464666], [2.177890, -1.615615, -2.394253], [2.783895, -1.518264, -0.992958], [1.962193, -3.080440, -2.756355], [-0.708850, -1.738906, -2.287672], [-1.062611, -2.596684, -3.318711], [-2.007171, -3.594623, -3.147056], [-2.595620, -3.759825, -1.902827], [-2.302642, -2.887885, -0.879109], [-1.406704, -1.813454, -1.059529], [-1.214215, -0.875778, -0.083898], [-2.241104, -0.570119, 0.770388], [-3.588642, -0.692980, 0.377527], [-4.615929, -0.447594, 1.260031], [-4.338457, -0.034990, 2.554348], [-3.024249, 0.200906, 2.923568], [-1.971689, -0.055062, 2.059732], [-0.232444, 0.298586, 2.504807], [-0.014413, -0.565899, 4.181954], [-0.385042, -2.028329, 3.943778], [-0.690902, -0.020180, 5.436919], [-0.416406, 2.117360, 2.909743], [0.901741, 2.696508, 3.414036], [-0.914817, 2.858008, 1.669609], [1.040514, -0.296659, -6.322488], [1.150046, -1.760171, -5.354137], [2.375358, -0.498961, -5.197112], [-0.584883, -0.100492, -4.522157], [1.849850, 1.677406, -4.033091], [0.187014, 2.064235, -3.598145], [0.647881, 1.938033, -5.298667], [2.881156, -1.166950, -3.104706], [2.009382, -1.621641, -0.220246], [3.285627, -0.562156, -0.864758], [3.519562, -2.306423, -0.834269], [1.301977, -3.557837, -2.035075], [2.919417, -3.600247, -2.737338], [1.539823, -3.202818, -3.748081], [-0.596233, -2.481405, -4.283048], [-2.256372, -4.256718, -3.963013], [-3.295869, -4.566204, -1.734216], [-2.750829, -3.030901, 0.093018], [-3.809790, -0.956181, -0.647088], [-5.638796, -0.559026, 0.929605], [-5.141305, 0.135280, 3.255989], [-2.823457, 0.604081, 3.902700], [1.071091, -0.506833, 4.336008], [-1.462522, -2.131591, 3.814693], [-0.074937, -2.652670, 4.780135], [0.103266, -2.393571, 3.039486], [-1.756367, -0.235104, 5.444964], [-0.545696, 1.051394, 5.550129], [-0.255515, -0.506213, 6.310542], [-1.165917, 2.204839, 3.704243], [1.651669, 2.698671, 2.628523], [1.286922, 2.121671, 4.254296], [0.756813, 3.724079, 3.742611], [-0.469399, 2.435698, 0.756340], [-0.640007, 3.908331, 1.722319], [-1.995332, 2.785633, 1.571392], [2.998938, 0.223563, 1.734797], [3.104031, 1.296754, 0.912765], [2.033569, 1.576046, 0.064714], [2.210677, 2.708158, -0.722804], [1.200015, 3.085573, -1.536115], [3.363561, 3.482624, -0.720938], [3.475650, 4.544591, -1.535627], [4.400664, 3.161731, 0.146578], [5.514713, 3.910480, 0.178167], [4.258945, 2.063448, 0.987905], [5.234323, 1.748084, 1.856698]], "atomic_forces_ev_per_a": [[0.8, 0.2, -0.3], [-0.1, -0.2, 0.3], [0.0, 0.7, 0.5], [-0.2, 0.0, 0.0], [-0.4, -1.1, 1.0], [0.1, 0.4, 0.2], [0.1, 0.0, 0.0], [-0.1, 0.2, -0.1], [-0.1, 0.5, 0.4], [-0.3, -0.3, -0.1], [0.2, 0.0, -0.4], [0.0, 0.1, 0.2], [0.2, -0.2, 0.0], [0.1, -0.3, -0.6], [0.0, -0.2, 0.1], [-0.5, 0.2, 0.6], [0.0, 0.2, 0.0], [0.2, 0.0, -0.1], [0.0, 0.2, 0.3], [-0.4, -0.1, 0.0], [0.3, -0.4, -0.4], [-1.4, 1.3, -0.9], [0.9, -0.3, -0.7], [0.1, 0.0, -0.1], [0.0, 0.3, -0.3], [0.3, -0.2, -0.1], [-0.1, -0.1, 0.1], [-0.1, -0.2, -0.1], [0.0, 0.0, 0.0], [0.1, -0.1, 0.0], [0.1, 0.0, 0.0], [0.1, -0.1, 0.2], [0.1, 0.1, 0.0], [0.0, 0.1, 0.0], [0.0, 0.0, -0.1], [0.0, 0.0, 0.0], [0.2, 0.0, -0.1], [-0.1, 0.0, 0.2], [0.1, -0.1, -0.1], [-0.1, -0.1, 0.0], [0.1, 0.0, 0.0], [-0.1, -0.1, -0.1], [0.1, -0.1, -0.2], [0.0, 0.0, -0.1], [0.0, -0.1, 0.0], [-0.1, 0.0, 0.0], [0.0, -0.1, 0.0], [-0.1, 0.0, 0.0], [0.0, 0.1, 0.1], [0.0, 0.0, 0.1], [-0.1, 0.0, 0.0], [0.0, 0.0, 0.0], [0.0, 0.0, 0.1], [0.0, -0.2, 0.0], [-0.1, 0.0, 0.0], [0.0, 0.1, 0.1], [0.1, -0.1, 0.0], [0.1, -0.1, -0.1], [0.1, 0.0, -0.1], [0.1, 0.0, 0.1], [0.0, 0.1, 0.0], [-0.1, 0.2, 0.1], [0.0, 0.2, 0.0], [-0.1, 0.0, 0.0], [0.4, 0.2, 0.0], [-0.3, 0.2, -0.2], [0.4, -0.2, 0.2], [-0.2, -0.4, 0.2], [0.2, 0.1, -0.1], [0.0, 0.1, 0.0], [0.0, -0.2, 0.2], [-0.1, 0.0, 0.0], [-0.3, -0.2, 0.0], [0.0, -0.1, 0.0], [-0.1, 0.1, -0.2]], "spin_multiplicity": 1, "energy_ev": -68596.3338, "orbital_gap_ha": 0.240, "de_lowest_kj_mol": 0.00, "homo_ev": -6.89}

# 3
{"formula": "C25H22Cl3IrN4O3S", "method": "wB97M-V/def2-TZVPD", "species": ["Ir", "O", "C", "C", "C", "C", "C", "C", "C", "N", "C", "C", "N", "C", "C", "C", "C", "C", "C", "C", "O", "H", "H", "H", "H", "H", "H", "H", "H", "H", "H", "H", "H", "H", "H", "Cl", "C", "C", "C", "Cl", "C", "O", "C", "Cl", "C", "H", "H", "S", "C", "N", "C", "C", "N", "H", "H", "H", "H", "H", "H"], "xyz": [[0.121550, 0.321697, 0.547338], [-1.895329, 0.071179, 0.531853], [-2.738172, 0.816760, -0.138934], [-4.026151, 0.291188, -0.363555], [-4.943622, 0.973417, -1.128361], [-4.647776, 2.224444, -1.688449], [-3.428430, 2.789626, -1.416868], [-2.463298, 2.108357, -0.651082], [-1.281544, 2.812520, -0.256509], [-0.281082, 2.295480, 0.361213], [0.739067, 3.120445, 1.007156], [0.779794, 2.580189, 2.432543], [0.770516, 1.109776, 2.366645], [1.411879, 0.438142, 3.248455], [1.428125, -0.991922, 3.370951], [2.243422, -1.578003, 4.352065], [2.230328, -2.937107, 4.554011], [1.377413, -3.728307, 3.780033], [0.559637, -3.174352, 2.817115], [0.584734, -1.796874, 2.587564], [-0.236229, -1.295670, 1.667766], [-4.269305, -0.658313, 0.096078], [-5.923080, 0.538559, -1.286446], [-5.381647, 2.747810, -2.283895], [-3.191796, 3.781721, -1.783918], [-1.275636, 3.894086, -0.385062], [0.473308, 4.176837, 0.985003], [1.687369, 2.968334, 0.503282], [-0.118499, 2.886045, 2.973217], [1.653488, 2.941916, 2.974773], [1.981085, 1.000875, 3.988393], [2.883570, -0.939892, 4.949754], [2.860399, -3.387584, 5.307194], [1.356412, -4.799281, 3.935861], [-0.105951, -3.784384, 2.221660], [6.525267, -0.848853, -3.275863], [5.162249, -0.408880, -2.303272], [4.339073, -1.394104, -1.794557], [3.260307, -1.031134, -1.009025], [2.252788, -2.297456, -0.402210], [2.975629, 0.306227, -0.677746], [2.021846, 0.801704, 0.137291], [3.831536, 1.258715, -1.249425], [3.526960, 2.940188, -0.949261], [4.909909, 0.923092, -2.043629], [4.534120, -2.436449, -1.999628], [5.539227, 1.696431, -2.459372], [0.048019, 0.204682, -1.817410], [-1.297952, -0.746794, -2.285278], [-1.866910, -1.705019, -1.568183], [-2.981073, -2.334760, -2.282240], [-3.017474, -1.553746, -3.615914], [-1.873149, -0.649352, -3.477038], [-1.742876, -1.739673, -0.565991], [-3.907837, -2.231537, -1.721149], [-2.775090, -3.392969, -2.433043], [-3.934814, -0.977072, -3.728358], [-2.897812, -2.204796, -4.478943], [-1.566490, 0.003842, -4.176601]], "atomic_forces_ev_per_a": [[-0.3, 1.2, 0.7], [-0.2, 0.2, 0.5], [-0.1, 0.1, -0.1], [0.0, 0.1, 0.0], [0.0, 0.0, 0.0], [0.0, 0.0, 0.0], [0.0, 0.0, 0.0], [0.1, -0.1, -0.1], [-0.2, -0.1, 0.4], [0.6, 0.4, -1.1], [-0.1, -0.2, 0.3], [-0.1, 0.0, 0.0], [0.0, -0.1, 0.2], [0.0, 0.0, 0.0], [0.1, 0.1, -0.1], [0.0, 0.0, 0.0], [0.0, 0.0, 0.0], [0.0, 0.0, 0.0], [0.0, 0.0, 0.0], [0.0, 0.1, 0.0], [0.5, -0.7, -1.0], [0.0, 0.0, 0.0], [0.0, 0.0, 0.0], [0.0, 0.0, 0.0], [0.0, 0.0, 0.0], [0.0, 0.0, 0.0], [-0.1, 0.0, 0.0], [-0.1, 0.0, 0.1], [0.0, 0.1, 0.0], [0.0, -0.1, 0.0], [-0.1, 0.0, 0.1], [0.0, 0.0, 0.0], [0.0, 0.0, 0.0], [0.0, 0.0, 0.0], [0.0, 0.0, 0.0], [0.0, 0.0, 0.0], [0.1, -0.1, -0.1], [0.0, 0.1, 0.0], [-0.3, 0.2, 0.3], [-0.2, 0.0, 0.2], [-0.3, 0.3, 0.0], [0.5, -0.8, 0.1], [0.1, 0.0, -0.1], [0.2, 0.0, -0.2], [0.0, 0.2, 0.0], [0.0, 0.0, 0.0], [0.0, 0.0, 0.0], [-0.3, -0.5, -0.3], [0.2, -0.1, 0.2], [-0.1, 0.0, -0.1], [0.1, 0.0, 0.0], [0.0, 0.0, 0.0], [0.0, -0.1, -0.1], [0.0, 0.0, 0.0], [0.0, 0.0, 0.0], [0.0, 0.0, 0.0], [0.0, 0.0, 0.0], [0.0, 0.0, 0.0], [0.0, 0.0, 0.0]], "spin_multiplicity": 2, "energy_ev": -89621.5572, "charge": 1, "orbital_gap_ha": [0.270, 0.214], "de_lowest_kj_mol": 169.94, "homo_ev": [-10.55, -10.52]}